Entry 1:
Here is a cluster of 11 separate species, C34H94IN23O11P in total from the Open Molecules 2025 dataset. Energies are from wB97M-V/def2-TZVPD.

Summary:
Total charge: -1
Electronic energy: -4078.28874 Eh
LUMO: 0.05490 Eh
HOMO level: -3.153 eV

Atoms and positions in Å:
C1 2.37 -2.04 0.70
C2 3.87 -2.18 1.08
C3 4.65 -1.17 0.25
C4 6.14 -1.19 0.56
C5 6.90 0.07 0.12
C6 6.44 0.63 -1.22
C7 6.98 2.07 -1.39
C8 6.68 2.64 -2.79
C9 5.45 3.56 -2.81
C10 4.18 2.77 -2.44
C11 2.88 3.53 -2.66
C12 1.70 2.78 -1.97
C13 0.80 2.05 -2.97
C14 -0.06 0.99 -2.19
C15 -0.87 0.22 -3.23
P1 -1.79 -1.40 -2.75
I1 -1.63 -1.03 -0.17
C16 -1.96 -1.95 -4.61
N1 -2.00 -0.86 -5.60
C17 -3.54 -0.60 -2.74
C18 -3.72 0.79 -2.13
C19 -4.79 0.81 -1.01
C20 -5.00 2.27 -0.62
N2 -5.43 2.42 0.82
C21 -6.67 3.06 0.87
C22 -6.76 4.53 1.25
O1 -7.66 2.47 0.59
C23 -2.52 -3.20 -2.37
N3 -2.47 -3.69 -0.97
C24 -3.49 -4.74 -0.76
H1 1.72 -2.04 1.57
H2 2.19 -1.12 0.16
H3 2.05 -2.85 0.05
H4 4.16 -3.21 0.89
H5 3.96 -1.92 2.14
H6 4.20 -0.20 0.41
H7 4.51 -1.41 -0.81
H8 6.61 -2.08 0.15
H9 6.23 -1.29 1.65
H10 6.83 0.85 0.87
H11 7.96 -0.18 0.03
H12 6.82 0.06 -2.07
H13 5.36 0.68 -1.32
H14 6.49 2.69 -0.64
H15 8.05 2.06 -1.23
H16 7.56 3.21 -3.11
H17 6.55 1.82 -3.49
H18 5.36 4.07 -3.76
H19 5.62 4.30 -2.03
H20 4.26 2.54 -1.38
H21 4.18 1.82 -2.96
H22 2.97 4.55 -2.31
H23 2.65 3.58 -3.73
H24 1.14 3.53 -1.41
H25 2.14 2.09 -1.25
H26 0.17 2.73 -3.53
H27 1.46 1.47 -3.61
H28 -0.64 1.60 -1.50
H29 0.69 0.40 -1.69
H30 -0.13 -0.10 -3.96
H31 -1.50 0.94 -3.75
H32 -0.47 -2.03 -2.66
H33 -1.10 -2.57 -4.87
H34 -2.84 -2.59 -4.72
H35 -2.64 -0.12 -5.35
H36 -2.25 -1.20 -6.52
H37 -4.02 -0.61 -3.73
H38 -4.16 -1.29 -2.16
H39 -2.84 1.29 -1.73
H40 -4.13 1.46 -2.89
H41 -4.50 0.20 -0.17
H42 -5.71 0.49 -1.49
H43 -5.70 2.78 -1.28
H44 -4.04 2.76 -0.72
H45 -4.73 2.99 1.30
H46 -6.94 4.62 2.32
H47 -5.87 5.06 0.94
H48 -7.62 4.93 0.72
H49 -3.52 -3.32 -2.80
H50 -1.87 -3.88 -2.96
H51 -1.60 -4.20 -0.92
H52 -3.66 -4.91 0.30
H53 -4.40 -4.55 -1.31
H54 -3.08 -5.69 -1.14
C25 -7.64 3.44 -4.03
O2 -6.47 3.26 -3.77
N4 -8.65 3.08 -3.17
N5 -8.05 4.04 -5.19
H55 -9.62 3.22 -3.36
H56 -8.38 2.64 -2.31
H57 -7.34 4.32 -5.84
H58 -9.01 4.20 -5.43
C26 3.41 -6.31 1.92
O3 4.22 -5.42 1.76
N6 2.84 -6.56 3.14
N7 2.99 -7.13 0.90
H59 2.17 -7.28 3.30
H60 3.13 -5.97 3.91
H61 3.38 -6.96 -0.02
H62 2.31 -7.86 1.01
C27 1.06 7.12 -1.61
O4 1.93 6.29 -1.78
N8 0.44 7.77 -2.64
N9 0.61 7.48 -0.37
H63 -0.29 8.45 -2.50
H64 0.73 7.54 -3.57
H65 1.04 7.03 0.42
H66 -0.11 8.17 -0.22
C28 -6.74 7.13 5.21
O5 -6.31 8.26 5.38
N10 -8.08 6.85 5.16
N11 -5.92 6.05 5.05
H67 -8.45 5.93 5.01
H68 -8.71 7.62 5.27
H69 -4.93 6.21 5.08
H70 -6.25 5.11 4.90
C29 2.29 -4.02 4.97
O6 3.24 -4.78 4.84
N12 1.83 -3.26 3.94
N13 1.62 -3.88 6.15
H71 1.06 -2.63 4.01
H72 2.31 -3.34 3.06
H73 1.94 -4.42 6.92
H74 0.84 -3.25 6.28
C30 2.39 -0.43 8.08
O7 1.64 -0.59 7.14
N14 3.15 0.69 8.22
N15 2.54 -1.36 9.07
H75 3.78 0.84 8.99
H76 3.07 1.39 7.51
H77 1.99 -2.20 8.99
H78 3.15 -1.25 9.85
C31 7.04 -2.58 4.72
O8 6.26 -1.72 4.35
N16 6.64 -3.80 5.18
N17 8.40 -2.38 4.70
H79 7.28 -4.50 5.50
H80 5.66 -4.00 5.19
H81 8.72 -1.49 4.37
H82 9.06 -3.06 5.00
C32 -5.39 -7.53 -2.98
O9 -4.26 -7.80 -2.64
N18 -6.49 -7.87 -2.23
N19 -5.67 -6.85 -4.14
H83 -7.43 -7.66 -2.49
H84 -6.32 -8.37 -1.37
H85 -4.89 -6.58 -4.71
H86 -6.60 -6.62 -4.43
C33 -2.85 10.05 -1.60
O10 -1.67 9.97 -1.32
N20 -3.84 9.59 -0.78
N21 -3.29 10.62 -2.76
H87 -4.81 9.65 -0.99
H88 -3.55 9.16 0.08
H89 -2.59 10.98 -3.39
H90 -4.25 10.71 -3.02
C34 4.75 -10.40 0.13
O11 4.74 -9.89 -0.98
N22 4.44 -9.71 1.26
N23 5.09 -11.72 0.32
H91 4.45 -10.12 2.18
H92 4.19 -8.73 1.16
H93 5.32 -12.26 -0.49
H94 5.11 -12.16 1.22

---

Entry 2:
Here is the molecule N2O4S2 from the Open Molecules 2025 dataset. Energies are from wB97M-V/def2-TZVPD.

Summary:
Total charge: 0
Electronic energy: -1206.64351 Eh
SMILES string: O=NN=[S@]12=[S@@](=O)(O1)O2
LUMO: -0.04899 Eh
HOMO level: -10.102 eV

Atoms and positions in Å:
O1 -2.86 -0.87 0.73
N1 -2.09 -1.68 0.38
N2 -0.52 -1.14 -0.03
S1 0.13 -0.18 0.88
S2 1.67 1.34 -0.44
O2 1.92 1.36 -1.83
O3 0.16 1.40 0.09
O4 1.59 -0.23 0.23

---

Entry 3:
Here is a cluster of 3 separate species, C4H14N2O4 in total from the Open Molecules 2025 dataset. Energies are from wB97M-V/def2-TZVPD.

Summary:
Total charge: 0
Electronic energy: -571.26662 Eh
SMILES string: O=CNCCNCO.O.O
LUMO: 0.00904 Eh
HOMO level: -9.676 eV

Atoms and positions in Å:
O1 -1.98 2.05 1.95
C1 -1.09 2.01 1.13
N1 -0.72 0.93 0.36
C2 -1.27 -0.33 0.71
C3 -0.22 -1.45 0.76
N2 0.98 -1.13 1.47
C4 2.07 -0.68 0.72
O2 1.92 0.62 0.08
H1 -0.50 2.91 0.88
H2 0.29 0.86 0.24
H3 -1.71 -0.35 1.69
H4 -2.00 -0.58 -0.08
H5 0.12 -1.77 -0.24
H6 -0.67 -2.30 1.26
H7 0.87 -0.64 2.34
H8 2.96 -0.66 1.34
H9 2.18 -1.34 -0.13
H10 2.26 1.32 0.60
O3 0.59 -0.03 -2.81
H11 1.56 0.07 -2.98
H12 0.50 0.26 -1.90
O4 -2.40 -0.07 -2.33
H13 -1.93 0.70 -2.01
H14 -1.82 -0.40 -3.04

---

Entry 4:
Here is a structure of composition C20H25MnN2O2S from the Open Molecules 2025 dataset. Energies are from wB97M-V/def2-TZVPD.

Summary:
Total charge: +1
Electronic energy: -2586.07937 Eh
⟨S²⟩: 4.08
LUMO (alpha / beta): -0.16925 / -0.14981 Eh
HOMO level (alpha / beta): -11.356 / -11.425 eV
2S+1: 4

Atoms and positions in Å:
Mn1 0.12 0.14 -0.42
O1 -0.15 1.92 -0.27
C1 -0.08 2.75 0.77
C2 -0.12 4.12 0.55
C3 -0.08 4.99 1.62
C4 0.02 4.52 2.94
C5 0.06 3.17 3.16
C6 0.02 2.26 2.09
C7 0.07 0.86 2.38
N1 0.14 -0.07 1.49
N2 0.20 -1.40 1.93
C8 0.13 -2.18 0.91
O2 0.05 -1.70 -0.33
C9 0.12 -3.64 1.09
C10 -0.03 -4.47 -0.03
C11 -0.05 -5.85 0.13
C12 0.09 -6.40 1.40
C13 0.24 -5.58 2.51
C14 0.26 -4.20 2.36
H1 -0.20 4.48 -0.46
H2 -0.11 6.05 1.44
H3 0.05 5.22 3.76
H4 0.13 2.78 4.17
H5 0.07 0.53 3.41
H6 -0.14 -4.03 -1.01
H7 -0.17 -6.49 -0.73
H8 0.07 -7.47 1.52
H9 0.35 -6.01 3.49
H10 0.37 -3.55 3.21
C15 3.49 0.30 1.24
C16 3.10 -0.49 0.00
C17 4.34 -0.77 -0.86
C18 2.11 0.23 -0.89
H11 4.20 -0.27 1.84
H12 2.64 0.53 1.88
H13 3.97 1.24 0.96
H14 2.68 -1.46 0.30
H15 4.78 0.17 -1.21
H16 4.11 -1.38 -1.73
H17 5.09 -1.29 -0.27
H18 2.00 -0.24 -1.86
H19 2.30 1.30 -0.98
C19 -0.17 1.44 -3.54
S1 -0.84 0.03 -2.64
C20 -0.05 -1.36 -3.45
H20 0.91 1.39 -3.56
H21 -0.50 2.34 -3.02
H22 -0.58 1.43 -4.55
H23 -0.52 -1.50 -4.42
H24 -0.21 -2.23 -2.82
H25 1.02 -1.17 -3.57

---

Entry 5:
Here is the molecule C3H6OSe from the Open Molecules 2025 dataset. Energies are from wB97M-V/def2-TZVPD.

Summary:
Total charge: 0
Electronic energy: -2594.47861 Eh
SMILES string: C[C@H](O)C=[Se]
LUMO: -0.03581 Eh
HOMO level: -8.697 eV

Atoms and positions in Å:
C1 0.35 -1.00 0.07
C2 -0.35 0.36 -0.39
O1 0.51 1.51 0.11
C3 -1.87 0.89 -0.16
Se1 -3.26 -0.18 0.02
H1 -0.04 -1.85 -0.65
H2 0.00 -1.25 1.07
H3 1.51 -0.96 0.06
H4 -0.12 0.38 -1.54
H5 0.45 1.43 1.02
H6 -1.84 1.88 0.36

---

Entry 6:
Here is a structure of composition C24H19N8PdS from the Open Molecules 2025 dataset. Energies are from wB97M-V/def2-TZVPD.

Summary:
Total charge: +3
Electronic energy: -1889.01731 Eh
LUMO (alpha / beta): -0.46519 / -0.46506 Eh
HOMO level (alpha / beta): -17.083 / -17.088 eV

Atoms and positions in Å:
Pd1 0.26 -0.32 -0.27
N1 0.04 -2.76 3.59
C1 -0.37 -2.05 2.55
N2 0.37 -1.16 1.92
C2 1.65 -0.92 2.41
N3 2.41 -0.04 1.81
N4 1.96 0.61 0.79
C3 2.62 1.50 0.13
C4 1.87 2.28 -0.82
C5 2.35 3.50 -1.33
C6 1.51 4.26 -2.13
C7 0.23 3.80 -2.39
C8 -0.16 2.57 -1.86
N5 0.63 1.82 -1.11
C9 2.14 -1.63 3.56
C10 3.40 -1.38 4.12
C11 3.80 -2.11 5.23
C12 2.99 -3.12 5.75
C13 1.74 -3.38 5.22
C14 1.30 -2.62 4.14
H1 -0.57 -3.46 4.00
H2 -1.38 -2.23 2.21
H3 3.67 1.70 0.32
H4 3.34 3.84 -1.06
H5 1.84 5.21 -2.52
H6 -0.44 4.35 -3.03
H7 -1.16 2.19 -2.07
H8 4.05 -0.63 3.70
H9 4.75 -1.89 5.70
H10 3.34 -3.70 6.60
H11 1.12 -4.15 5.65
N6 -0.19 -0.51 -2.56
C15 -1.60 -0.34 -2.80
C16 -2.12 -0.25 -4.08
C17 -3.50 -0.15 -4.28
C18 -4.36 -0.08 -3.20
C19 -3.86 -0.11 -1.88
C20 -4.67 0.01 -0.74
C21 -4.09 0.03 0.51
C22 -2.70 -0.09 0.61
N7 -1.92 -0.24 -0.44
C23 -2.45 -0.25 -1.68
H12 0.34 0.06 -3.22
H13 0.07 -1.48 -2.77
H14 -1.47 -0.30 -4.94
H15 -3.89 -0.12 -5.28
H16 -5.42 0.03 -3.36
H17 -5.74 0.10 -0.85
H18 -4.69 0.13 1.40
H19 -2.23 -0.04 1.59
S1 1.71 -2.22 -0.87
C24 1.03 -3.28 0.19
N8 0.52 -3.98 0.95

---

Entry 7:
Here is a cluster of 7 separate species, C53H60Cl2F6NO in total from the Open Molecules 2025 dataset. Energies are from wB97M-V/def2-TZVPD.

Summary:
Total charge: 0
Electronic energy: -3705.06852 Eh
⟨S²⟩: 0.75
LUMO (alpha / beta): 0.01880 / 0.01880 Eh
HOMO level (alpha / beta): -7.939 / -9.052 eV
2S+1: 2

Atoms and positions in Å:
C1 -2.52 -3.73 0.70
C2 -2.55 -2.34 0.16
Cl1 -2.07 -1.13 1.32
C3 -2.92 -1.98 -1.06
Cl2 -3.42 -3.32 -2.05
C4 -2.98 -0.55 -1.66
C5 -1.54 0.03 -1.67
C6 -0.43 -0.89 -2.20
C7 0.58 -0.16 -3.09
C8 0.04 -0.01 -4.52
C9 1.95 -0.83 -3.11
C10 -3.48 -0.51 -3.13
C11 -4.98 -0.35 -3.49
C12 -5.71 -1.67 -3.74
C13 -5.06 0.50 -4.76
N1 -5.69 0.35 -2.39
O1 -6.89 0.71 -2.67
C14 -4.96 1.19 -1.41
C15 -4.37 2.43 -2.07
C16 -5.95 1.58 -0.31
C17 -3.91 0.28 -0.75
H1 -1.98 -3.77 1.64
H2 -3.54 -4.10 0.88
H3 -2.05 -4.41 -0.02
H4 -1.57 0.91 -2.32
H5 -1.28 0.41 -0.68
H6 0.08 -1.38 -1.37
H7 -0.89 -1.68 -2.81
H8 0.68 0.86 -2.69
H9 0.84 0.24 -5.23
H10 -0.71 0.79 -4.59
H11 -0.44 -0.93 -4.87
H12 2.28 -1.09 -2.10
H13 1.94 -1.75 -3.70
H14 2.71 -0.17 -3.54
H15 -2.96 0.34 -3.59
H16 -3.12 -1.39 -3.66
H17 -6.23 -2.02 -2.85
H18 -5.02 -2.45 -4.07
H19 -6.47 -1.55 -4.52
H20 -4.58 -0.05 -5.58
H21 -6.10 0.68 -5.02
H22 -4.53 1.45 -4.66
H23 -4.05 3.13 -1.28
H24 -5.13 2.92 -2.68
H25 -3.49 2.23 -2.68
H26 -5.39 1.82 0.59
H27 -6.57 0.70 -0.12
H28 -6.58 2.42 -0.59
H29 -4.48 -0.41 -0.12
H30 -3.31 0.90 -0.08
F1 4.09 -4.74 0.39
C18 3.25 -4.06 1.19
C19 3.62 -3.82 2.50
C20 2.74 -3.13 3.32
C21 1.52 -2.69 2.83
C22 1.17 -2.95 1.51
C23 2.04 -3.64 0.67
H31 4.58 -4.18 2.85
H32 3.02 -2.92 4.34
H33 0.84 -2.15 3.47
H34 0.22 -2.60 1.13
H35 1.79 -3.86 -0.36
F2 3.37 -1.29 6.26
C24 2.74 -1.71 7.38
C25 2.48 -0.78 8.37
C26 1.83 -1.21 9.51
C27 1.45 -2.54 9.65
C28 1.72 -3.44 8.64
C29 2.37 -3.03 7.48
H36 2.79 0.25 8.24
H37 1.62 -0.50 10.30
H38 0.94 -2.87 10.55
H39 1.43 -4.48 8.74
H40 2.59 -3.72 6.68
F3 -5.71 -4.34 3.00
C30 -6.53 -3.30 2.69
C31 -7.29 -2.74 3.70
C32 -8.12 -1.68 3.38
C33 -8.19 -1.20 2.08
C34 -7.41 -1.79 1.09
C35 -6.57 -2.85 1.39
H41 -7.22 -3.13 4.71
H42 -8.72 -1.22 4.16
H43 -8.83 -0.36 1.84
H44 -7.45 -1.42 0.07
H45 -5.96 -3.32 0.63
F4 0.76 2.12 -0.83
C36 1.97 2.55 -0.39
C37 2.08 2.98 0.92
C38 3.33 3.40 1.36
C39 4.42 3.39 0.51
C40 4.27 2.96 -0.81
C41 3.03 2.53 -1.27
H46 1.22 2.97 1.57
H47 3.45 3.72 2.39
H48 5.39 3.71 0.87
H49 5.12 2.94 -1.48
H50 2.89 2.18 -2.28
F5 6.63 2.97 2.97
C42 7.42 2.01 2.44
C43 7.23 0.70 2.84
C44 8.05 -0.28 2.29
C45 9.03 0.06 1.37
C46 9.19 1.38 0.99
C47 8.39 2.38 1.53
H51 6.46 0.46 3.56
H52 7.91 -1.31 2.58
H53 9.66 -0.71 0.94
H54 9.96 1.65 0.27
H55 8.49 3.42 1.24
F6 5.01 3.08 -4.23
C48 4.43 4.18 -4.77
C49 3.71 5.02 -3.95
C50 3.12 6.14 -4.51
C51 3.25 6.39 -5.87
C52 3.98 5.52 -6.67
C53 4.58 4.40 -6.12
H56 3.63 4.79 -2.89
H57 2.55 6.81 -3.88
H58 2.78 7.27 -6.30
H59 4.08 5.72 -7.73
H60 5.15 3.71 -6.73

---

F_max for every record listed, in sequence, given in eV Å⁻¹: 2.53 3.84 1.85 0.44 3.59 1.90 0.82.